[1]
{"formula": "CH10NO4", "method": "ωB97M-V/def2-TZVPD", "symbols": ["N", "C", "O", "H", "H", "H", "H", "H", "H", "O", "H", "H", "O", "H", "H", "O"], "coordinates": [[-1.654015, -0.779692, 0.881260], [-0.210059, -0.458289, 1.158908], [0.500736, -0.250751, 0.020169], [-2.243374, -0.305214, 1.544035], [-1.932630, -0.527925, -0.059782], [-0.225139, 0.432402, 1.828132], [0.159335, -1.319230, 1.746087], [-0.951777, -0.594552, -2.584991], [-0.319420, -0.051758, -1.148718], [-0.931450, 0.148482, -1.982599], [-0.697098, 2.210287, -1.332949], [0.005482, 2.332598, 0.002946], [-0.512312, 2.857958, -0.628673], [2.049505, -1.036467, 0.410991], [2.677736, -1.410500, 1.728000], [2.721665, -1.651762, 0.798036]], "forces_ev_per_a": [[0.247, -0.528, 0.234], [-0.961, 0.004, -0.347], [0.313, 0.100, 0.247], [-0.224, 0.215, 0.005], [0.237, 0.259, 0.055], [0.214, -0.027, 0.089], [0.217, 0.111, 0.027], [0.226, -0.148, 0.144], [0.101, -0.246, -0.345], [-0.247, 0.544, 0.066], [0.033, 0.017, 0.259], [-0.168, -0.039, -0.315], [0.127, -0.217, -0.018], [-0.404, -0.153, -0.301], [0.100, -0.132, 0.017], [0.188, 0.239, 0.182]], "mulliken_charge": [-0.7107, -0.0725, -0.8893, 0.2262, 0.2794, 0.1845, 0.2362, 0.2181, 0.3356, -0.7757, 0.3680, 0.3138, -0.6996, 0.4037, 0.2700, -0.6878], "orbital_gap_ev": 8.34, "total_energy_ha": -399.855617, "total_charge": -1}



[2]
{"formula": "C6H9N", "method": "ωB97M-V/def2-TZVPD", "symbols": ["C", "N", "C", "C", "C", "C", "C", "H", "H", "H", "H", "H", "H", "H", "H", "H"], "coordinates": [[1.814288, -0.621881, 0.063340], [0.811695, 0.422492, -0.004578], [-0.231421, 0.598717, 1.056109], [-1.003563, 1.393791, -0.059855], [-0.337800, 0.279284, -0.908891], [-1.084256, -0.951437, -0.321986], [-1.230303, -0.531260, 1.096328], [1.435845, -1.653719, 0.145693], [2.420796, -0.567350, -0.847712], [2.468315, -0.432182, 0.918434], [0.084326, 1.050247, 1.996409], [-0.553794, 2.381833, -0.186851], [-2.094774, 1.443985, -0.018964], [-0.160284, 0.373747, -1.984203], [-1.931286, -1.388807, -0.855431], [-0.407787, -1.797454, -0.087840]], "forces_ev_per_a": [[0.109, -0.106, 0.031], [0.062, -0.122, 0.036], [0.025, 0.058, 0.521], [-0.263, 0.117, -0.098], [0.008, -0.039, -0.239], [-0.082, -0.082, 0.096], [0.239, 0.247, -0.250], [0.069, 0.163, 0.040], [-0.067, 0.000, 0.159], [-0.065, -0.017, -0.098], [-0.060, 0.026, -0.157], [-0.075, -0.200, 0.033], [0.128, -0.086, -0.037], [-0.026, -0.097, 0.194], [-0.050, 0.257, 0.221], [0.047, -0.119, -0.451]], "mulliken_charge": [-0.8359, -0.1925, -0.0761, -0.7023, -0.2488, -0.4247, -0.5502, 0.2981, 0.2819, 0.3027, 0.4388, 0.3306, 0.3218, 0.4591, 0.3766, 0.2209], "orbital_gap_ev": 8.89, "total_energy_ha": -288.589235, "total_charge": 0}



[3]
{"formula": "C2H4NP", "method": "ωB97M-V/def2-TZVPD", "symbols": ["C", "C", "N", "P", "H", "H", "H", "H"], "coordinates": [[0.798104, -0.280526, -1.998278], [0.246152, -0.084218, 0.763266], [1.854041, -0.773835, -1.536427], [1.123752, 0.769597, -0.613098], [0.099926, -0.607856, -2.798693], [0.201878, -1.150185, 0.680566], [-0.819575, 0.105000, 0.824669], [0.781742, 0.026760, 1.828935]], "forces_ev_per_a": [[-0.491, -1.272, -0.644], [0.827, -0.266, 2.463], [-0.834, 1.476, 0.254], [0.825, -0.651, 0.199], [0.582, 0.342, 0.471], [0.527, -0.890, -0.621], [-0.164, 0.891, 0.244], [-1.270, 0.370, -2.366]], "mulliken_charge": [0.0078, -0.9638, -0.3811, 0.0672, 0.3288, 0.3383, 0.3295, 0.2734], "orbital_gap_ev": 10.31, "total_energy_ha": -474.637058, "total_charge": 0}



[4]
{"formula": "C39H50N12O4PS2ScSi", "method": "ωB97M-V/def2-TZVPD", "symbols": ["Sc", "N", "C", "N", "C", "N", "C", "C", "N", "C", "C", "N", "H", "H", "H", "H", "H", "S", "C", "C", "C", "C", "N", "C", "C", "C", "S", "C", "N", "H", "H", "O", "C", "C", "C", "C", "C", "C", "C", "O", "N", "O", "O", "H", "H", "H", "H", "C", "Si", "C", "C", "H", "H", "H", "H", "H", "H", "H", "H", "H", "N", "P", "N", "C", "C", "C", "C", "C", "N", "C", "C", "C", "C", "C", "N", "C", "C", "C", "C", "C", "H", "H", "H", "H", "H", "H", "H", "H", "H", "H", "H", "H", "H", "H", "H", "H", "H", "H", "H", "H", "H", "H", "H", "H", "H", "H", "H", "H", "H", "H"], "coordinates": [[0.252564, 0.387739, -0.611415], [-3.393460, 1.801301, -2.735798], [-2.583600, 1.967079, -1.700065], [-1.747213, 0.955525, -1.641636], [-2.114808, 0.138366, -2.700663], [-3.129057, 0.636458, -3.403086], [-1.445898, -1.113222, -2.872922], [-1.686642, -1.965376, -3.950834], [-1.126854, -3.146912, -4.102227], [-0.274714, -3.501057, -3.066559], [-0.008855, -2.680360, -2.009997], [-0.548285, -1.451091, -1.860191], [-4.145497, 2.392106, -3.038494], [-2.632623, 2.788164, -1.002738], [-2.380891, -1.637843, -4.721266], [0.191419, -4.475512, -3.134648], [0.670095, -3.002295, -1.228489], [-2.513777, 1.748061, 1.807981], [-3.327817, 0.262134, 1.988153], [-4.713194, 0.231312, 2.309927], [-5.415648, -0.934981, 2.505414], [-6.818327, -0.860793, 2.850028], [-7.932849, -0.783477, 3.121695], [-4.776975, -2.181414, 2.381366], [-3.424982, -2.185239, 2.050154], [-2.704991, -1.014061, 1.860555], [-0.989878, -1.228896, 1.408568], [-5.477812, -3.416630, 2.589110], [-6.027730, -4.414597, 2.757165], [-5.222422, 1.179142, 2.415603], [-2.917078, -3.135473, 1.943034], [1.592934, -0.836221, 0.209791], [2.589426, -1.486393, -0.361142], [3.174404, -1.160357, -1.606320], [4.373441, -1.775079, -1.994374], [5.038169, -1.392014, -3.153281], [4.530346, -0.395055, -3.980764], [3.331529, 0.205816, -3.640143], [2.616007, -0.141295, -2.483705], [1.492806, 0.447636, -2.221327], [6.296321, -2.020552, -3.493356], [6.876898, -1.667714, -4.514931], [6.745340, -2.880718, -2.743797], [3.023917, -2.315370, 0.198777], [4.810141, -2.538179, -1.363301], [5.074221, -0.115357, -4.870886], [2.899077, 0.975531, -4.268649], [1.516829, -1.893055, 3.298424], [0.048734, -0.743445, 3.274258], [-1.117586, -1.192109, 4.661412], [0.632166, 1.006867, 3.423233], [1.970630, -1.892035, 4.295682], [2.260421, -1.562031, 2.570089], [1.226646, -2.915429, 3.047115], [-0.633587, -0.974320, 5.620225], [-1.380612, -2.252215, 4.639457], [-2.040070, -0.608655, 4.607361], [1.396804, 1.089088, 4.205091], [-0.201097, 1.671410, 3.650108], [1.052443, 1.338849, 2.467022], [0.856379, 2.194592, 0.164500], [1.870908, 3.227007, -0.313844], [1.514954, 4.032066, -1.755630], [2.105832, 5.290330, -2.202298], [1.040465, 6.202595, -2.807745], [0.471201, 5.570514, -4.087158], [0.486148, 4.036072, -3.980780], [0.359082, 3.577853, -2.535510], [2.074322, 4.574029, 0.739414], [0.903019, 5.467139, 0.801893], [0.915314, 6.315085, 2.080755], [2.352575, 6.648817, 2.471843], [3.114921, 5.352346, 2.806128], [2.465589, 4.165933, 2.092901], [3.451193, 2.683714, -0.452754], [4.528424, 3.456473, -1.053530], [5.747617, 2.568075, -1.278437], [6.317477, 2.029754, 0.045143], [5.197077, 1.868890, 1.084831], [3.888850, 1.541748, 0.367299], [2.869004, 5.120425, -2.975069], [2.602989, 5.769424, -1.357844], [1.470861, 7.185556, -3.016703], [0.239518, 6.345985, -2.080248], [1.058321, 5.887752, -4.953399], [-0.549667, 5.926163, -4.250337], [1.419409, 3.635074, -4.384209], [-0.325779, 3.599646, -4.565899], [0.318818, 2.495245, -2.507958], [-0.584633, 3.951733, -2.109658], [-0.035568, 4.899547, 0.740779], [0.941954, 6.142291, -0.053528], [0.427282, 5.780977, 2.899419], [0.338079, 7.226119, 1.906496], [2.377300, 7.343740, 3.314749], [2.832617, 7.149387, 1.625952], [3.114991, 5.168933, 3.885364], [4.157547, 5.444428, 2.489931], [1.596167, 3.805112, 2.655623], [3.156122, 3.329457, 2.036843], [4.805092, 4.322993, -0.427477], [4.204342, 3.845498, -2.015778], [6.506200, 3.138178, -1.820012], [5.447917, 1.736974, -1.922397], [7.094831, 2.699821, 0.424524], [6.789968, 1.061793, -0.137587], [5.087064, 2.792415, 1.660280], [5.438341, 1.072716, 1.793181], [3.088038, 1.276048, 1.055141], [4.064536, 0.665140, -0.259148]], "forces_ev_per_a": [[-0.160, 0.156, 0.089], [-0.131, -0.027, -0.220], [0.130, 0.015, 0.160], [0.121, -0.170, -0.056], [-0.037, 0.026, 0.068], [-0.008, 0.114, 0.056], [0.042, -0.080, 0.023], [-0.006, 0.016, 0.051], [0.079, -0.095, 0.073], [-0.139, 0.048, -0.149], [-0.002, 0.025, 0.065], [-0.245, 0.196, -0.120], [-0.002, -0.025, 0.034], [0.034, -0.033, 0.005], [0.002, 0.003, 0.010], [0.010, -0.001, 0.011], [0.027, 0.014, -0.013], [0.065, -0.040, 0.016], [-0.063, -0.039, 0.014], [0.078, 0.080, -0.021], [-0.284, -0.014, 0.093], [0.273, -0.001, -0.090], [-0.043, 0.009, 0.022], [-0.073, -0.268, 0.003], [0.078, 0.027, 0.013], [-0.070, -0.120, -0.013], [-0.192, 0.151, 0.157], [0.144, 0.259, -0.058], [-0.019, -0.036, 0.020], [0.010, 0.017, -0.009], [0.005, 0.023, -0.015], [0.604, -0.653, -0.018], [-0.180, 0.246, 0.065], [-0.223, 0.173, 0.062], [0.165, -0.108, -0.043], [-0.052, -0.019, 0.072], [0.059, 0.005, -0.113], [0.028, 0.008, -0.017], [0.011, -0.002, 0.026], [0.191, 0.115, -0.033], [-0.052, 0.010, 0.073], [-0.007, -0.023, 0.026], [-0.008, 0.035, -0.071], [0.045, -0.011, 0.079], [-0.003, 0.016, -0.017], [-0.025, 0.012, -0.001], [0.008, -0.013, 0.001], [0.144, -0.089, 0.006], [-0.078, -0.067, -0.128], [-0.097, 0.031, 0.126], [0.082, 0.153, -0.072], [0.005, -0.007, -0.041], [-0.042, -0.016, 0.024], [0.010, 0.015, 0.025], [-0.028, -0.027, -0.039], [-0.005, 0.020, -0.006], [0.036, -0.011, -0.001], [-0.022, -0.039, -0.026], [-0.009, 0.021, 0.000], [-0.030, 0.028, 0.046], [-0.223, -0.219, -0.374], [0.162, 0.336, 0.077], [-0.061, 0.085, -0.003], [-0.097, -0.007, 0.033], [0.029, -0.069, -0.047], [0.018, -0.031, 0.034], [-0.024, 0.046, 0.004], [0.100, -0.011, -0.008], [-0.201, 0.075, 0.066], [-0.003, -0.017, 0.084], [0.085, 0.010, -0.018], [-0.018, -0.059, -0.009], [-0.034, 0.031, -0.043], [0.011, 0.110, -0.074], [0.065, -0.348, 0.170], [-0.012, -0.033, 0.070], [0.025, 0.005, 0.032], [-0.054, 0.029, -0.039], [-0.008, -0.038, -0.091], [0.108, 0.148, -0.005], [0.064, 0.008, 0.013], [0.038, -0.027, -0.006], [-0.013, 0.009, 0.010], [-0.005, 0.014, 0.041], [-0.012, 0.003, -0.010], [0.002, 0.011, -0.008], [0.001, -0.010, 0.007], [0.017, -0.017, -0.016], [0.008, -0.053, -0.014], [0.035, 0.023, 0.011], [0.017, -0.033, 0.007], [-0.020, 0.012, -0.047], [-0.009, -0.001, 0.001], [-0.034, -0.009, 0.023], [0.013, 0.017, -0.007], [0.011, 0.006, 0.016], [-0.010, 0.010, -0.011], [0.004, -0.011, 0.023], [-0.018, -0.037, -0.019], [0.014, -0.010, -0.016], [0.001, -0.002, -0.016], [-0.066, 0.039, -0.052], [0.021, -0.030, -0.025], [-0.014, 0.018, -0.001], [-0.003, -0.005, 0.014], [0.027, 0.012, -0.003], [-0.004, -0.004, 0.017], [0.000, 0.012, 0.010], [-0.024, 0.000, -0.009], [-0.063, -0.018, -0.015]], "mulliken_charge": [-0.3718, 0.1632, -0.9769, 0.9370, 0.3008, -1.0449, 0.0064, -0.5325, -0.8130, -0.7204, -0.3129, 0.8121, 0.2115, 0.5984, 0.4384, 0.3549, 0.3408, -0.3994, 0.6717, -1.0333, 0.9474, -0.2085, -0.6154, 0.2853, -0.7046, -0.2692, -0.3775, -0.1334, -0.6307, 0.4681, 0.5785, 1.1467, -1.4720, 1.4146, -0.6885, -0.6706, -0.6068, -0.8769, 0.1667, 0.2370, 1.0182, -0.6889, -0.6732, 0.0687, 0.5426, 0.4896, 0.3771, -0.9441, 0.3705, -1.1016, -0.8949, 0.4400, 0.0360, 0.2530, 0.3446, 0.2899, 0.3064, 0.5127, 0.3961, -0.0271, 0.0492, -1.2756, 1.1407, -1.1487, -1.0249, -0.7222, -1.1254, 0.9578, 0.6876, -0.2107, -0.9595, -0.7087, -0.9138, -0.2367, 1.4777, -0.2205, -0.6933, -0.7934, -0.8668, 0.3429, 0.3715, 0.7164, 0.5020, 0.2741, 0.3499, 0.3278, 0.2087, 0.4456, -0.5715, -0.1573, 0.0860, -0.0057, 0.3458, 0.4977, 0.4340, 0.2409, 0.4591, 0.2636, 0.1560, 0.0349, 0.2060, -0.0937, 0.5983, -0.0875, 0.4742, 0.2931, 0.1669, 0.5460, -0.1507, -0.4235], "orbital_gap_ev": [4.28, 4.82], "total_energy_ha": -4662.372243, "total_charge": -2}



[5]
{"formula": "C4H15N2O2", "method": "ωB97M-V/def2-TZVPD", "symbols": ["N", "C", "C", "O", "C", "N", "C", "H", "H", "H", "H", "H", "H", "H", "H", "H", "H", "H", "H", "H", "H", "H", "O"], "coordinates": [[0.016248, 1.431563, 0.802442], [-1.147458, 0.600232, 0.332846], [-1.365716, 0.988049, -1.157160], [-0.612160, 2.129234, -1.509859], [-0.717464, -0.874702, 0.616339], [0.446738, -1.184711, -0.115194], [0.420068, -1.969929, -1.385990], [0.037730, 2.299362, 0.253838], [0.855973, 0.855962, 0.646503], [-0.081136, 1.613058, 1.800597], [-2.080410, 0.852849, 0.833071], [-2.432803, 1.081249, -1.371966], [-1.076191, 0.172040, -1.827614], [-1.132779, 2.777806, -1.990312], [-0.516365, -0.808092, 1.691416], [-1.634258, -1.463419, 0.515393], [1.247206, -1.525962, 0.399306], [-0.549464, -1.819094, -1.863667], [0.685657, -3.004363, -1.214051], [1.051863, -1.407551, -2.076844], [3.173841, -0.492762, 2.214695], [2.540227, -1.836931, 2.325351], [2.329095, -0.934396, 2.054391]], "forces_ev_per_a": [[-0.774, -0.177, 0.738], [0.158, 0.003, -1.167], [-0.273, -1.181, -0.807], [0.049, 0.394, 0.287], [-1.144, 1.358, 0.660], [1.076, -0.885, -1.071], [-0.736, 2.043, 0.251], [0.239, -0.038, -0.079], [0.109, 0.018, -0.276], [0.196, 0.146, -0.049], [0.391, 0.191, 0.653], [0.007, 0.442, 0.310], [0.332, 0.050, 0.309], [-0.126, -0.056, -0.073], [0.171, -0.623, 0.003], [0.335, -0.508, -0.313], [-0.454, 0.396, 0.522], [-0.208, -0.731, 0.255], [-0.028, -0.153, -0.352], [0.555, -0.731, -0.014], [-0.131, 0.180, -0.090], [-0.252, -0.065, 0.068], [0.508, -0.073, 0.233]], "mulliken_charge": [-0.2535, -0.0626, -0.3310, -0.5919, -0.9141, -0.0892, -1.1063, 0.3457, 0.2803, 0.3404, 0.5083, 0.3656, 0.0882, 0.3267, 0.3580, 0.4354, 0.2720, 0.3522, 0.3147, 0.3823, 0.2994, 0.3037, -0.6244], "orbital_gap_ev": 9.84, "total_energy_ha": -421.134886, "total_charge": 1}



[6]
{"formula": "C2H5BrS2", "method": "ωB97M-V/def2-TZVPD", "symbols": ["C", "C", "S", "S", "Br", "H", "H", "H", "H", "H"], "coordinates": [[1.081319, -0.191164, -0.726676], [-0.230184, -0.065296, 0.153852], [-0.686053, 1.578513, 0.890687], [-1.663171, -0.488633, -1.035812], [-0.225868, -1.540928, 1.571655], [0.869357, -0.748920, -1.552750], [1.402816, 0.854304, -0.967405], [2.002141, -0.654644, -0.208012], [0.148718, 1.411579, 2.029353], [-2.699074, -0.154811, -0.154891]], "forces_ev_per_a": [[1.210, 2.588, 3.447], [-0.009, 3.175, -3.581], [1.462, -0.704, 0.699], [0.233, 0.049, 2.070], [-0.485, -3.037, 2.228], [-0.353, -1.411, -2.426], [-0.304, -0.976, -0.270], [-1.769, 0.520, -0.310], [-0.971, 0.070, -1.238], [0.987, -0.274, -0.619]], "mulliken_charge": [-1.0595, 0.0126, -0.1547, -0.0830, -0.0689, 0.4003, 0.2907, 0.3023, 0.1482, 0.2120], "orbital_gap_ev": [5.94, 5.30], "total_energy_ha": -3449.395644, "total_charge": 0, "spin_multiplicity": 3}



The max |F| results, record by record, are as follows: 1.02, 0.52, 2.71, 0.89, 2.19, 4.79 eV/A.